DFT (ωB97M-V/def2-TZVPD) results for a 2-piece molecular cluster, C5H5N3O2 overall at a distorted geometry.

Each line ends with the natural charge from an NBO analysis.
CARTESIAN COORDINATES (ANGSTROEM)
1 N -3.571 1.436 2.110  -0.27
2 C -2.672 1.195 1.422  0.27
3 C -1.521 0.834 0.657  -0.26
4 C -0.147 1.109 0.957  0.04
5 N 0.648 0.409 0.186  -0.25
6 N -0.160 -0.230 -0.690  -0.24
7 C 0.353 -1.127 -1.648  0.56
8 O 1.506 -1.442 -1.689  -0.49
9 C -1.476 0.026 -0.460  0.04
10 H 0.252 1.733 1.753  0.24
11 H -0.444 -1.553 -2.282  0.14
12 H -2.264 -0.430 -1.054  0.24
13 O 3.450 -0.525 0.495  -0.97
14 H 2.553 -0.171 0.365  0.49
15 H 3.494 -1.265 -0.121  0.47

Its net charge is 0. For the LUMO energy, the calculation gives -0.640 eV. The spin multiplicity is 1. For the frontier orbital gap, the calculation gives 9.9356 eV.

---

DFT (ωB97M-V/def2-TZVPD) results for one molecule with the formula C5H5N3O3 at a distorted geometry.

Each line ends with the natural charge from an NBO analysis.
CARTESIAN COORDINATES (ANGSTROEM)
1 C -1.346 -0.208 0.177  -0.45
2 N 0.025 -0.293 -0.296  -0.08
3 N 0.247 -0.859 -1.478  -0.22
4 C 1.520 -0.590 -1.743  -0.03
5 C 2.119 0.174 -0.717  -0.05
6 N 3.399 0.755 -0.579  0.53
7 O 4.181 0.613 -1.468  -0.36
8 O 3.677 1.315 0.455  -0.40
9 C 1.050 0.408 0.211  0.03
10 C 1.003 1.189 1.445  0.39
11 O 0.031 1.345 2.141  -0.51
12 H -1.435 0.095 1.239  0.27
13 H -1.430 0.782 -0.316  0.22
14 H -2.066 -0.985 -0.157  0.25
15 H 2.150 -0.776 -2.607  0.24
16 H 1.888 1.791 1.620  0.17

Its net charge is 0. For the LUMO energy, the calculation gives -1.103 eV. The spin multiplicity is 1. For the frontier orbital gap, the calculation gives 9.3955 eV.

---

DFT (ωB97M-V/def2-TZVPD) results for one molecule with the formula C5H5N3OS at a distorted geometry.

Each line ends with the natural charge from an NBO analysis.
CARTESIAN COORDINATES (ANGSTROEM)
1 C 0.396 1.534 -1.581  0.21
2 C -1.724 -0.873 -0.465  0.26
3 C 0.436 0.967 0.898  0.64
4 C -0.739 -1.883 0.093  -0.65
5 C -0.262 0.984 -0.435  0.10
6 N 0.930 1.865 -2.524  -0.23
7 N -1.388 0.328 -0.638  -0.33
8 N 1.772 1.386 0.970  -0.83
9 O -0.141 0.644 1.892  -0.59
10 S 0.972 -1.562 -0.394  -0.11
11 H -2.687 -1.373 -0.602  0.22
12 H -0.835 -2.039 1.120  0.26
13 H -1.117 -2.787 -0.410  0.23
14 H 2.290 1.733 0.217  0.41
15 H 2.098 1.076 1.861  0.42

Its net charge is 0. For the LUMO energy (alpha / beta), the calculation gives -2.465 / -2.482 eV. The spin multiplicity is 1. For the frontier orbital gap (alpha / beta), the calculation gives 6.1823 / 6.1583 eV.

---

DFT (ωB97M-V/def2-TZVPD) results for one molecule with the formula C5H5N5O at a distorted geometry.

Each line ends with the natural charge from an NBO analysis.
CARTESIAN COORDINATES (ANGSTROEM)
1 C 0.034 -0.525 1.713  0.53
2 C -1.273 1.216 0.778  -0.09
3 C -0.673 0.779 -0.347  -0.01
4 C 0.838 -1.111 -1.142  0.67
5 C 0.971 -0.376 -2.517  -0.71
6 N 0.283 -1.086 2.880  -0.32
7 N -0.371 -0.318 3.731  -0.04
8 N -0.947 0.697 3.166  -0.06
9 N -0.805 0.523 1.870  -0.24
10 N -0.001 -0.398 -0.375  -0.38
11 O 1.342 -2.124 -0.783  -0.52
12 H -1.662 2.146 0.854  0.23
13 H -1.081 1.192 -1.190  0.23
14 H 1.810 -0.981 -3.121  0.25
15 H 1.342 0.702 -2.359  0.23
16 H 0.192 -0.337 -3.158  0.23

Its net charge is 0. For the LUMO energy, the calculation gives -1.674 eV. The spin multiplicity is 1. For the frontier orbital gap, the calculation gives 7.8584 eV.

---

DFT (ωB97M-V/def2-TZVPD) results for one molecule with the formula C5H5N7O at a distorted geometry.

Each line ends with the natural charge from an NBO analysis.
CARTESIAN COORDINATES (ANGSTROEM)
1 C 1.052 2.983 -2.543  0.13
2 C -0.661 -1.074 0.341  -0.07
3 C -0.142 0.187 0.900  0.33
4 C 0.667 1.825 -0.865  0.36
5 C -1.145 -1.476 -0.912  0.28
6 N 0.318 2.962 -1.401  -0.54
7 N 1.842 1.926 -2.622  -0.28
8 N -0.825 -1.949 1.330  -0.25
9 N -0.020 -0.065 2.207  -0.26
10 N -0.467 -1.308 2.404  -0.08
11 N 1.643 1.261 -1.546  -0.30
12 N 0.268 1.366 0.380  -0.46
13 O -1.559 -2.754 -1.107  -0.59
14 H 0.662 3.609 -3.389  0.20
15 H -0.943 -0.967 -1.812  0.21
16 H -0.650 -1.746 3.221  0.41
17 H 0.235 2.089 0.999  0.41
18 H -1.444 -3.069 -0.250  0.49

Its net charge is 0. For the LUMO energy (alpha / beta), the calculation gives -3.051 / -1.500 eV. The spin multiplicity is 1. For the frontier orbital gap (alpha / beta), the calculation gives 4.4488 / 7.0990 eV.

---

DFT (ωB97M-V/def2-TZVPD) results for one molecule with the formula C5H5NO at a distorted geometry.

Each line ends with the natural charge from an NBO analysis.
CARTESIAN COORDINATES (ANGSTROEM)
1 N -0.185 -1.709 -2.174  -0.42
2 C -0.318 -1.700 -1.019  0.54
3 O -0.458 -1.683 0.266  -0.48
4 C -0.215 -0.372 0.880  0.08
5 C -0.939 0.751 0.188  -0.24
6 C 0.182 1.242 -0.346  -0.11
7 C 1.103 0.290 0.395  -0.45
8 H -0.355 -0.569 1.944  0.21
9 H -1.991 1.005 0.129  0.22
10 H 0.384 2.038 -1.055  0.22
11 H 1.767 -0.355 -0.186  0.22
12 H 1.672 0.770 1.198  0.22

Its net charge is 0. For the LUMO energy, the calculation gives 0.847 eV. The spin multiplicity is 1. For the frontier orbital gap, the calculation gives 11.3160 eV.

---

DFT (ωB97M-V/def2-TZVPD) results for one molecule with the formula C5H5NO at a distorted geometry.

Each line ends with the natural charge from an NBO analysis.
CARTESIAN COORDINATES (ANGSTROEM)
1 O 1.635 -0.172 1.789  -0.67
2 C 0.483 -0.808 1.362  0.25
3 C -0.041 -0.451 0.190  -0.23
4 C -1.170 -0.735 -0.700  -0.26
5 C -1.368 0.336 -1.522  -0.04
6 N -0.351 1.240 -1.366  -0.43
7 C 0.407 0.861 -0.381  0.08
8 H 2.121 -0.776 2.548  0.50
9 H 0.363 -1.815 1.773  0.18
10 H -1.962 -1.552 -0.491  0.22
11 H -2.283 0.244 -2.144  0.22
12 H 1.278 1.382 -0.136  0.20

Its net charge is 0. For the LUMO energy, the calculation gives -0.221 eV. The spin multiplicity is 1. For the frontier orbital gap, the calculation gives 8.4401 eV.

---

DFT (ωB97M-V/def2-TZVPD) results for a 2-piece molecular cluster, C5H5NO overall at a distorted geometry.

Each line ends with the natural charge from an NBO analysis.
CARTESIAN COORDINATES (ANGSTROEM)
1 C 3.338 -0.164 3.561  -0.08
2 C 2.681 -0.119 2.614  -0.26
3 C -0.790 0.523 -0.872  0.70
4 C 1.031 0.753 0.872  0.20
5 C -1.413 -0.695 -1.438  -0.74
6 N 0.254 0.082 0.067  -0.63
7 O -1.084 1.689 -0.989  -0.49
8 H 0.659 1.765 0.790  0.14
9 H -2.466 -0.440 -1.699  0.26
10 H -0.964 -1.067 -2.359  0.27
11 H -1.443 -1.454 -0.750  0.23
12 H 0.197 -0.873 0.203  0.39

Its net charge is 0. For the LUMO energy (alpha / beta), the calculation gives -0.932 / -1.423 eV. The spin multiplicity is 1. For the frontier orbital gap (alpha / beta), the calculation gives 8.8940 / 7.6044 eV.

---

DFT (ωB97M-V/def2-TZVPD) results for one molecule with the formula C5H5NO.

Each line ends with the natural charge from an NBO analysis.
CARTESIAN COORDINATES (ANGSTROEM)
1 C 2.478 -0.890 -0.037  -0.14
2 C 1.659 -0.003 -0.045  -0.14
3 C 0.630 1.036 -0.078  0.50
4 O 0.880 2.189 0.191  -0.47
5 C -0.758 0.584 -0.474  -0.18
6 C -1.252 -0.739 -0.041  -0.25
7 N -1.802 0.481 0.542  -0.55
8 H 3.199 -1.678 -0.011  0.24
9 H -1.096 1.016 -1.415  0.23
10 H -0.580 -1.341 0.570  0.20
11 H -1.929 -1.305 -0.678  0.20
12 H -1.430 0.651 1.476  0.36

Its net charge is 0. For the LUMO energy, the calculation gives -0.130 eV. The spin multiplicity is 1. For the frontier orbital gap, the calculation gives 9.8204 eV.

---

DFT (ωB97M-V/def2-TZVPD) results for one molecule with the formula C5H5NO.

Each line ends with the natural charge from an NBO analysis.
CARTESIAN COORDINATES (ANGSTROEM)
1 C 0.277 1.436 0.611  -0.66
2 C 0.102 0.029 0.132  0.27
3 O 1.321 -1.225 1.349  -0.79
4 C -1.211 -0.449 -0.143  -0.11
5 C -2.330 -0.850 -0.353  -0.05
6 C 1.244 -0.748 -0.252  0.25
7 N 1.948 -1.000 -1.178  -0.40
8 H 0.244 2.111 -0.259  0.27
9 H -0.527 1.730 1.291  0.24
10 H 1.252 1.544 1.090  0.26
11 H 0.921 -2.110 1.356  0.47
12 H -3.316 -1.226 -0.550  0.25

Its net charge is 0. For the LUMO energy (alpha / beta), the calculation gives -1.947 / -2.121 eV. The spin multiplicity is 1. For the frontier orbital gap (alpha / beta), the calculation gives 6.6403 / 6.1208 eV.

---

DFT (ωB97M-V/def2-TZVPD) results for C5H5NO as an isolated structure at a distorted geometry.

Each line ends with the natural charge from an NBO analysis.
CARTESIAN COORDINATES (ANGSTROEM)
1 O -1.998 0.028 -0.292  -0.70
2 C -1.075 -0.842 0.315  -0.05
3 C 0.370 -0.481 0.022  -0.37
4 C 0.690 0.822 -0.157  -0.07
5 C 0.914 1.955 -0.671  -0.35
6 C 1.399 -1.377 0.402  0.27
7 N 2.196 -2.119 0.803  -0.33
8 H -1.870 0.909 0.081  0.47
9 H -1.172 -0.842 1.409  0.17
10 H -1.304 -1.848 -0.043  0.20
11 H 0.719 0.784 -1.426  0.49
12 H 1.130 3.010 -0.443  0.28

Its net charge is 0. For the LUMO energy, the calculation gives 0.256 eV. The spin multiplicity is 1. For the frontier orbital gap, the calculation gives 8.8351 eV.

---

DFT (ωB97M-V/def2-TZVPD) results for one molecule with the formula C5H5NO at a distorted geometry.

Each line ends with the natural charge from an NBO analysis.
CARTESIAN COORDINATES (ANGSTROEM)
1 O -0.943 -2.788 0.394  -0.52
2 C 0.010 -2.019 0.708  0.57
3 N -0.096 -0.552 0.343  -0.42
4 C -0.891 0.008 -0.573  -0.02
5 C -0.507 1.203 -0.999  -0.32
6 C 0.675 1.494 -0.304  -0.25
7 C 0.932 0.453 0.617  -0.11
8 H 0.832 -2.201 1.315  0.15
9 H -1.740 -0.582 -1.106  0.23
10 H -1.039 2.021 -1.520  0.24
11 H 1.177 2.474 -0.328  0.22
12 H 1.588 0.490 1.453  0.22

Its net charge is 0. For the LUMO energy, the calculation gives 0.189 eV. The spin multiplicity is 1. For the frontier orbital gap, the calculation gives 8.8912 eV.

---

Listing ΔE to the lowest compared entry with this formula, charge and spin for the structures above in their given order: 0.631 4.070 1.901 6.536 2.477 2.640 2.598 10.666 3.399 6.030 5.597 1.528 eV.
Listing total energy for the structures above in their given order: -508.25080 -583.36170 -831.11531 -542.33800 -651.90187 -323.42267 -323.42421 -323.12771 -323.39476 -323.29808 -323.31399 -323.46354 hartree.